No. 1
{"formula": "C14H15N2O2SSe3TeW", "method": "wB97M-V/def2-TZVPD", "charge": 3, "spin_multiplicity": 1, "max_force_ev_per_a": 1.495, "e_tot_ha": -8739.1480, "orbital_gap_ha": 0.231, "e_above_lowest_ev": 0.7469, "homo_energy_ev": -18.16, "mol_weight_g_mol": 823.67, "e_lumo_ev": -11.88, "symbols": ["W", "C", "C", "O", "C", "C", "C", "C", "C", "C", "O", "H", "H", "H", "H", "H", "H", "H", "Se", "Se", "Te", "Se", "C", "C", "C", "C", "N", "C", "S", "N", "C", "H", "H", "H", "H", "H", "H", "H", "H"], "positions_angstrom": [[-1.51047, 1.05376, 0.18355], [-1.38830, 2.00141, 4.38637], [-0.86993, 1.65301, 3.04457], [-1.74606, 1.45257, 2.13675], [0.52025, 1.54328, 2.73464], [1.49977, 2.08719, 3.57995], [2.83586, 1.98464, 3.25900], [3.21307, 1.30151, 2.10531], [2.26677, 0.70478, 1.27699], [0.94038, 0.84200, 1.59016], [-0.01459, 0.21358, 0.79355], [-2.46585, 1.88328, 4.43060], [-1.14043, 3.04665, 4.60372], [-0.90503, 1.39911, 5.15655], [1.19934, 2.62204, 4.47156], [3.58505, 2.42387, 3.90259], [4.26189, 1.21623, 1.85224], [2.56137, 0.11677, 0.41828], [-3.32885, -0.57184, 0.64636], [-3.59185, 0.77930, -1.26541], [-3.58633, 3.03590, 0.03776], [-1.15437, 3.59582, 0.04472], [1.70835, -2.38427, -4.67092], [0.76459, -1.97139, -3.59790], [-0.15614, -2.78743, -2.98667], [-1.02764, -2.27522, -2.02840], [-0.93482, -0.98023, -1.64383], [-0.07291, -0.20024, -2.26207], [-0.13323, 1.48308, -1.88394], [0.76875, -0.67046, -3.20530], [-2.08177, -3.15504, -1.44431], [1.67552, -3.45879, -4.82391], [2.73151, -2.08898, -4.42915], [1.43843, -1.89298, -5.60984], [-0.22145, -3.82613, -3.27683], [1.40054, -0.01848, -3.66376], [-1.79647, -3.47380, -0.43780], [-2.21188, -4.04830, -2.05020], [-3.03309, -2.63619, -1.37498]]}

---

No. 2
{"formula": "C4H11ClO3Si", "method": "wB97M-V/def2-TZVPD", "smiles": "CO[Si](CCl)(OC)OC", "spin_multiplicity": 1, "max_force_ev_per_a": 2.717, "e_tot_ha": -1134.5065, "orbital_gap_ha": 0.391, "e_above_lowest_ev": 0.0000, "homo_energy_ev": -9.83, "mol_weight_g_mol": 170.67, "e_lumo_ev": 0.82, "symbols": ["C", "O", "Si", "C", "Cl", "O", "C", "O", "C", "H", "H", "H", "H", "H", "H", "H", "H", "H", "H", "H"], "positions_angstrom": [[-2.31999, -0.54960, 1.11631], [-1.04247, -1.07231, 0.95252], [0.04210, -0.35881, -0.08759], [-0.68749, -0.63241, -1.81048], [-2.25042, 0.04674, -1.96259], [1.59833, -0.95899, -0.01019], [2.55390, -0.43711, -0.87857], [0.01780, 1.26700, 0.26789], [0.52764, 1.59972, 1.50048], [-2.59527, -0.62092, 2.18253], [-3.04682, -1.11324, 0.48675], [-2.34001, 0.52305, 0.82900], [-0.08477, -0.13158, -2.57043], [-0.75159, -1.68057, -2.13692], [2.45066, 0.66109, -0.94987], [3.53920, -0.68410, -0.49982], [2.37169, -0.89079, -1.86669], [-0.26285, 1.76412, 2.23609], [1.16176, 0.78318, 1.84501], [1.11860, 2.48554, 1.35658]]}

---

No. 3
{"formula": "C21H39N2O2P3Pt", "method": "wB97M-V/def2-TZVPD", "charge": 4, "spin_multiplicity": 5, "max_force_ev_per_a": 11.289, "e_tot_ha": -2225.0934, "orbital_gap_ha": [0.217, 0.222], "e_above_lowest_ev": 4.5260, "homo_energy_ev": [-17.53, -18.48], "mol_weight_g_mol": 639.56, "e_lumo_ev": [-11.62, -12.44], "symbols": ["P", "C", "H", "H", "H", "C", "H", "H", "H", "C", "H", "H", "H", "P", "C", "H", "H", "H", "C", "H", "H", "H", "C", "H", "H", "H", "P", "C", "H", "H", "H", "C", "H", "H", "H", "C", "H", "H", "H", "Pt", "C", "O", "C", "O", "C", "C", "C", "C", "C", "C", "H", "H", "H", "H", "H", "H", "C", "N", "C", "C", "N", "C", "H", "H", "H", "H", "H", "H"], "positions_angstrom": [[-3.13046, -1.95133, -0.73671], [-4.90922, -1.60516, -0.46711], [-5.54386, -2.17705, -1.17398], [-5.05014, -0.52418, -0.63165], [-5.23430, -1.84591, 0.56334], [-2.47623, -1.22871, -2.28285], [-1.46369, -1.59167, -2.53061], [-2.36705, -0.14200, -2.16124], [-3.16347, -1.41516, -3.13164], [-2.73755, -3.72044, -0.60842], [-3.40588, -4.33468, -1.23470], [-2.86337, -4.03227, 0.43774], [-1.68981, -3.92484, -0.87196], [2.19540, -2.16746, 3.46134], [0.82841, -1.29265, 4.11890], [1.32733, -1.10440, 5.08688], [0.03610, -2.01490, 4.12957], [0.54277, -0.43193, 3.55678], [2.42941, -3.91399, 3.68519], [3.22938, -4.35603, 3.06595], [1.48673, -4.47346, 3.60073], [2.75712, -3.84006, 4.72457], [3.80191, -1.39099, 3.49146], [3.95463, -1.47694, 4.57831], [3.81419, -0.34951, 3.16367], [4.54473, -1.99812, 2.93754], [1.46713, 3.44915, -0.73309], [1.07174, 5.18918, -0.32039], [1.36840, 5.87343, -1.14238], [1.55430, 5.54440, 0.60720], [-0.01323, 5.28498, -0.16061], [3.26825, 3.11792, -0.75068], [3.81754, 3.88191, -1.33124], [3.52030, 2.11690, -1.13159], [3.62368, 3.13768, 0.29203], [0.70872, 2.97847, -2.32389], [1.17485, 3.54137, -3.15256], [-0.36134, 3.22502, -2.33353], [0.80040, 1.89859, -2.51502], [2.72963, -2.45429, -1.36314], [-2.04653, -1.20995, 0.54632], [-1.15124, -0.71377, 1.07866], [0.88203, 2.22005, 0.51810], [0.75645, 1.21607, 1.07005], [3.44109, -1.26141, -2.81596], [2.27807, -0.62074, -2.20302], [1.08143, -1.30497, -1.95497], [1.07124, -2.63052, -2.44882], [2.19593, -3.34784, -3.08248], [3.45363, -2.65636, -3.22777], [4.41982, -0.87249, -2.58130], [2.35274, 0.28127, -1.61423], [0.40678, -0.89678, -1.20976], [0.28277, -3.19963, -1.97576], [2.31665, -4.42313, -3.08940], [4.40678, -3.24854, -3.32026], [-3.86743, 3.44891, 2.02878], [-3.18768, 2.82895, 0.89726], [-3.60420, 2.86283, -0.43252], [-2.66584, 2.14753, -1.13757], [-1.71388, 1.69746, -0.27658], [-2.02188, 2.11028, 0.93634], [-3.80116, 4.54802, 1.97719], [-4.93206, 3.16588, 2.04301], [-3.39607, 3.11125, 2.96128], [-4.48691, 3.37431, -0.77221], [-2.63807, 1.93650, -2.18868], [-1.47589, 1.95592, 1.86210]]}

---

No. 4
{"formula": "C10H24AuN6O7", "method": "wB97M-V/def2-TZVPD", "charge": 1, "spin_multiplicity": 3, "max_force_ev_per_a": 3.678, "e_tot_ha": -1385.8457, "orbital_gap_ha": [0.240, 0.199], "e_above_lowest_ev": 0.1563, "homo_energy_ev": [-10.76, -11.24], "mol_weight_g_mol": 537.30, "e_lumo_ev": [-4.24, -5.84], "symbols": ["O", "H", "Au", "N", "N", "N", "N", "O", "O", "O", "O", "C", "C", "C", "C", "C", "H", "H", "H", "C", "H", "H", "H", "C", "C", "H", "H", "H", "H", "H", "H", "H", "H", "C", "H", "H", "H", "O", "H", "H", "N", "C", "N", "O", "H", "H", "H", "H"], "positions_angstrom": [[-0.84658, -0.21364, -4.28958], [-0.22396, -0.72684, -4.82483], [0.36495, 0.22438, -0.37245], [1.66746, -1.25038, -1.14870], [-0.51441, -1.65760, 0.20792], [0.88305, 2.31248, -0.36388], [-0.98334, 1.07496, 0.97922], [2.72494, -1.14515, -2.03108], [1.62130, 2.90923, -1.23000], [-1.95332, 0.45321, 1.63684], [-1.56816, -1.86096, 0.93450], [0.12647, -2.74643, -0.24585], [1.34094, -2.51220, -0.94735], [0.27719, 3.02749, 0.60123], [-0.82251, 2.38392, 1.23352], [2.22697, -3.47844, -1.62630], [2.11146, -3.40432, -2.71561], [1.96616, -4.49194, -1.31691], [3.28337, -3.31466, -1.38754], [-0.51061, -4.06117, -0.00212], [-1.52010, -4.09767, -0.42802], [-0.59263, -4.27150, 1.07027], [0.07367, -4.85986, -0.46264], [0.63880, 4.45778, 0.81464], [-1.78088, 3.10425, 2.11827], [1.53128, 4.71364, 0.23658], [0.83292, 4.64698, 1.87890], [-0.18189, 5.12352, 0.51189], [-2.43632, 2.38770, 2.62519], [-2.40036, 3.79923, 1.52735], [-1.23734, 3.70886, 2.85946], [2.80658, -0.19117, -2.24065], [-1.85141, -0.58333, 1.31813], [-2.14918, -0.52687, -4.62880], [-2.32503, -1.61026, -4.64101], [-2.42653, -0.13340, -5.61511], [-2.80747, -0.09204, -3.87110], [0.84794, 0.81977, -2.39103], [0.12604, 0.62395, -3.05529], [1.11848, 1.79228, -2.32755], [-0.14912, -1.10993, 4.12779], [0.60061, -0.12557, 3.51573], [0.54464, 1.08224, 4.18817], [1.24782, -0.29077, 2.47500], [-0.91708, -0.77903, 4.70408], [-0.38588, -1.87920, 3.51305], [1.25722, 1.73742, 3.90248], [0.36383, 1.03101, 5.18322]]}

---

No. 5
{"formula": "C5H13FN2O3S", "method": "wB97M-V/def2-TZVPD", "smiles": "CCOCN(CCN)S(=O)(=O)F", "spin_multiplicity": 1, "max_force_ev_per_a": 5.772, "e_tot_ha": -1031.5044, "orbital_gap_ha": 0.386, "e_above_lowest_ev": 0.8385, "homo_energy_ev": -9.99, "mol_weight_g_mol": 200.24, "e_lumo_ev": 0.52, "symbols": ["C", "C", "O", "C", "N", "C", "C", "N", "S", "O", "O", "F", "H", "H", "H", "H", "H", "H", "H", "H", "H", "H", "H", "H", "H"], "positions_angstrom": [[-0.27090, 2.61613, -1.59190], [0.66337, 1.47332, -1.05737], [0.23528, 0.24823, -1.69895], [0.61654, -0.90073, -0.95369], [-0.45238, -1.47376, -0.09850], [-0.46175, -0.94062, 1.29335], [0.83250, -1.33661, 2.13213], [1.67753, -0.11535, 2.34016], [-2.01563, -1.18706, -0.72860], [-2.46562, 0.22739, -0.57530], [-3.00755, -2.05239, -0.03060], [-1.94279, -1.51978, -2.34030], [-0.81694, 2.20192, -2.47975], [-1.06860, 2.82886, -0.83343], [0.29679, 3.53672, -1.86161], [0.57391, 1.37522, 0.05330], [1.75176, 1.65519, -1.27166], [0.88118, -1.69238, -1.70696], [1.55826, -0.66446, -0.40629], [-1.32810, -1.44064, 1.81165], [-0.69646, 0.15754, 1.35196], [0.57779, -1.72786, 3.14034], [1.49655, -2.03606, 1.55739], [2.27038, 0.05196, 1.52952], [1.09491, 0.71523, 2.42511]]}

---

No. 6
{"formula": "C16H11CuN2O4S3", "method": "wB97M-V/def2-TZVPD", "charge": -1, "spin_multiplicity": 2, "max_force_ev_per_a": 0.628, "e_tot_ha": -3861.9197, "orbital_gap_ha": [0.209, 0.203], "e_above_lowest_ev": 0.9153, "homo_energy_ev": [-3.76, -3.74], "mol_weight_g_mol": 455.02, "e_lumo_ev": [1.93, 1.78], "symbols": ["Cu", "O", "C", "O", "C", "C", "C", "C", "C", "N", "C", "O", "O", "H", "H", "H", "H", "H", "S", "C", "S", "S", "C", "C", "C", "C", "C", "C", "C", "C", "N", "H", "H", "H", "H", "H", "H"], "positions_angstrom": [[-1.88307, 0.26808, -1.17061], [-1.15145, 3.54964, 1.86753], [-1.31824, 2.57960, 0.92964], [-1.83571, 2.79415, -0.12963], [-0.77648, 1.26188, 1.37288], [0.12306, 1.19679, 2.42276], [0.63318, -0.03218, 2.80500], [0.20587, -1.14470, 2.10689], [-0.68751, -1.00686, 1.05571], [-1.19857, 0.18944, 0.68073], [-1.14071, -2.14818, 0.20229], [-0.70673, -3.39608, 0.49508], [-1.87742, -1.97628, -0.73130], [-1.50169, 4.35883, 1.46400], [0.41903, 2.10558, 2.92369], [1.34824, -0.11884, 3.61035], [0.60271, -2.11400, 2.38150], [-0.02630, -3.36627, 1.17710], [-4.67855, 0.12758, -5.16606], [-3.76930, -0.15782, -3.77124], [-3.58152, 0.93806, -2.51003], [-3.13866, -1.71042, -3.90226], [-0.17233, 0.42428, -2.32580], [0.85247, 0.12951, -1.40127], [1.48820, 1.14101, -0.61553], [2.42684, 0.83758, 0.33611], [2.80245, -0.49418, 0.58398], [2.21833, -1.50635, -0.19334], [1.26762, -1.21133, -1.14195], [3.74676, -0.81230, 1.61184], [4.49696, -1.07606, 2.44815], [-0.40040, -0.33469, -3.07179], [-0.24523, 1.44273, -2.69864], [1.21250, 2.17495, -0.79438], [2.88954, 1.62728, 0.91711], [2.52152, -2.53424, -0.02959], [0.83458, -2.00615, -1.73892]]}